This record from OMol25 describes a single C3H5NO2Si molecule at a distorted geometry. The level of theory is wB97M-V/def2-TZVPD.

Last columns: bonded neighbours and bond lengths (Å).
Cartesian coordinates (Å):
1 C -1.969 1.553 -0.233  N4 1.312, O6 1.350, H8 1.095
2 C -2.194 -0.738 0.076  N4 1.277, O5 1.143
3 C -0.261 0.526 0.854  O6 1.296, Si7 1.868, H9 1.158
4 N -2.518 0.381 -0.450  C1 1.312, C2 1.277
5 O -2.150 -1.869 0.229  C2 1.143
6 O -0.803 1.629 0.442  C1 1.350, C3 1.296
7 Si 0.564 -0.867 -0.079  C3 1.868, H10 1.613, H11 1.424, H12 1.581
8 H -2.462 2.477 -0.552  C1 1.095
9 H 0.295 0.917 1.793  C3 1.158
10 H 0.395 -1.148 -1.658  Si7 1.613
11 H 0.333 -2.008 0.741  Si7 1.424
12 H 2.018 -0.248 -0.105  Si7 1.581

Results
Max |F|: 5.6 eV/A
Multiplicity: 3
E: -16649.002 eV
LUMO energy (spin up / spin down): 0.70 / -1.08 eV
Kohn-Sham gap (spin up / spin down): 7.1 / 10.0 eV
Net charge: 0